1.
H33O16 | ωB97M-V/def2-TZVPD

Each atom is followed by the atoms it is bonded to, with distances in Å.
Atoms and positions in Å:
1 O 0.150 2.311 3.018  H2 0.955, H3 0.962
2 H 0.263 3.212 3.313  O1 0.955
3 H 0.335 1.641 3.684  O1 0.962
4 O 1.283 -4.241 -3.114  H14 0.971, H47 0.929
5 H 3.472 1.135 1.518  O7 0.997
6 H 2.371 -2.371 3.730  O27 0.949
7 O 2.722 0.480 1.552  H5 0.997, H34 0.963
8 H -0.800 -1.723 -4.176  O13 0.963
9 H 5.078 -2.263 1.523  O25 0.970
10 O -0.241 0.679 0.845  H11 0.985, H20 1.097, H26 0.994
11 H -0.803 1.058 1.559  O10 0.985
12 H 2.017 2.650 1.053  O36 0.936
13 O -0.491 -0.965 -3.669  H8 0.963, H15 1.018
14 H 1.094 -3.325 -3.378  O4 0.971
15 H 0.394 -0.786 -4.141  O13 1.018
16 O 3.138 3.774 -2.512  H17 0.937, H41 0.938
17 H 2.785 4.495 -2.994  O16 0.937
18 H 4.936 -1.285 0.174  O25 0.952
19 O -1.674 -0.004 -1.474  H21 1.030, H43 0.970
20 H -0.706 -0.310 0.746  O10 1.097
21 H -2.427 0.668 -1.683  O19 1.030
22 O -3.204 -4.200 1.877  H24 0.947, H48 0.943
23 H -1.679 2.875 -4.078  O42 0.934
24 H -2.954 -4.801 2.565  O22 0.947
25 O 5.045 -1.384 1.114  H9 0.970, H18 0.952
26 H 0.623 0.431 1.271  O10 0.994
27 O 1.664 -2.234 4.349  H6 0.949, H29 0.978
28 H -4.963 0.187 1.197  O30 0.990
29 H 2.101 -1.546 4.890  O27 0.978
30 O -4.001 0.292 1.402  H28 0.990, H31 1.002
31 H -3.577 -0.358 0.767  O30 1.002
32 H -3.885 1.105 -3.076  O39 0.947
33 O 0.263 -1.587 2.226  H38 0.957, H40 0.979
34 H 3.323 -0.267 1.651  O7 0.963
35 H -3.417 2.474 -2.588  O39 0.966
36 O 1.528 3.343 0.660  H12 0.936, H37 0.926
37 H 1.545 3.541 -0.244  O36 0.926
38 H 0.834 -2.337 2.058  O33 0.957
39 O -3.619 1.574 -2.298  H32 0.947, H35 0.966
40 H 0.396 -1.569 3.196  O33 0.979
41 H 3.807 4.108 -1.945  O16 0.938
42 O -1.868 3.723 -4.419  H23 0.934, H44 0.930
43 H -0.955 -0.059 -2.123  O19 0.970
44 H -1.646 4.474 -3.918  O42 0.930
45 O -1.983 -1.479 0.487  H46 0.963, H49 1.007
46 H -2.928 -1.614 0.356  O45 0.963
47 H 0.872 -4.555 -2.342  O4 0.929
48 H -2.665 -3.428 1.814  O22 0.943
49 H -1.553 -1.537 -0.422  O45 1.007

Properties
- Spin multiplicity: 2
- Largest force on an atom: 0.0712 Eh/bohr
- Molar mass: 289.2 g mol⁻¹
- DFT total energy: -33273.931 eV
- Net charge: +2
- ΔE to the lowest compared entry with this formula, charge and spin: 57.3 kcal per mole
- HOMO energy (spin up / spin down): -16.1 / -16.1 eV

=====

2.
H34O17 | ωB97M-V/def2-TZVPD

Each atom is followed by the atoms it is bonded to, with distances in Å.
Atoms and positions in Å:
1 O 2.150 -26.349 7.479  H2 0.967, H3 0.915
2 H 2.934 -26.187 8.022  O1 0.967
3 H 1.480 -25.789 7.750  O1 0.915
4 O -1.086 -23.591 3.099  H5 0.946, H6 0.945
5 H -0.503 -24.185 3.548  O4 0.946
6 H -1.539 -23.117 3.780  O4 0.945
7 O -0.686 -26.414 8.746  H8 0.957, H9 0.959
8 H -0.077 -26.407 9.483  O7 0.957
9 H -0.387 -27.080 8.124  O7 0.959
10 O -3.918 -23.756 8.542  H11 0.946, H12 0.935
11 H -4.132 -22.867 8.784  O10 0.946
12 H -3.049 -23.900 8.856  O10 0.935
13 O -4.489 -23.784 5.913  H14 0.965, H15 0.963
14 H -3.959 -23.756 6.719  O13 0.965
15 H -5.332 -23.470 6.256  O13 0.963
16 O -1.142 -24.051 6.797  H17 0.989, H18 0.991
17 H -0.322 -24.004 7.349  O16 0.989
18 H -1.381 -23.099 6.665  O16 0.991
19 O 0.845 -20.731 7.973  H20 0.959, H21 0.967
20 H 0.585 -21.558 8.384  O19 0.959
21 H 1.052 -20.202 8.755  O19 0.967
22 O -1.646 -24.052 9.892  H23 0.928, H24 0.940
23 H -1.305 -24.633 9.255  O22 0.928
24 H -2.070 -24.613 10.516  O22 0.940
25 O -1.009 -21.527 9.745  H26 0.936, H27 0.954
26 H -1.273 -22.407 9.563  O25 0.936
27 H -1.711 -21.111 10.238  O25 0.954
28 O 1.800 -23.301 5.504  H29 0.974, H30 0.937
29 H 1.403 -24.062 5.045  O28 0.974
30 H 1.233 -22.603 5.242  O28 0.937
31 O -3.088 -22.243 4.248  H32 0.929, H33 0.945
32 H -3.520 -22.671 4.951  O31 0.929
33 H -3.336 -22.690 3.453  O31 0.945
34 O -0.023 -21.230 5.021  H35 0.982, H36 0.952
35 H -0.790 -21.070 5.613  O34 0.982
36 H 0.517 -20.557 5.425  O34 0.952
37 O -1.989 -21.312 6.998  H38 1.002, H39 0.952
38 H -2.918 -21.163 6.652  O37 1.002
39 H -1.806 -20.640 7.647  O37 0.952
40 O -2.674 -25.666 4.518  H41 0.932, H42 0.976
41 H -1.996 -25.256 5.009  O40 0.932
42 H -2.350 -25.773 3.604  O40 0.976
43 O 1.239 -23.863 8.220  H44 0.962, H45 0.935
44 H 1.428 -23.548 7.331  O43 0.962
45 H 1.711 -23.364 8.855  O43 0.935
46 O -3.156 -27.295 7.010  H47 0.936, H48 0.953
47 H -2.851 -28.151 7.237  O46 0.936
48 H -2.376 -26.747 7.016  O46 0.953
49 O 0.264 -25.453 4.572  H50 0.960, H51 0.922
50 H 0.172 -26.137 5.238  O49 0.960
51 H 0.673 -26.009 3.962  O49 0.922

Properties
- Largest force on an atom: 0.0696 Eh/bohr
- Molar mass: 306.3 g mol⁻¹
- DFT total energy: -35359.924 eV
- Net charge: 0
- ΔE to the lowest compared entry with this formula, charge and spin: 48.1 kcal per mole
- HOMO energy: -9.7 eV

=====

3.
H34O17 | ωB97M-V/def2-TZVPD

Each atom is followed by the atoms it is bonded to, with distances in Å.
Atoms and positions in Å:
1 O -1.506 -4.039 -0.418  H2 0.905, H3 0.920
2 H -0.856 -4.559 -0.061  O1 0.905
3 H -1.220 -3.556 -1.147  O1 0.920
4 O -1.190 -1.844 -0.738  H5 0.885, H6 0.950
5 H -1.836 -1.712 -1.329  O4 0.885
6 H -1.755 -2.063 -0.007  O4 0.950
7 O 4.888 -2.088 -1.114  H8 0.967, H9 0.931
8 H 4.672 -2.989 -1.393  O7 0.967
9 H 5.444 -1.678 -1.737  O7 0.931
10 O 0.822 1.974 2.478  H11 1.030, H12 0.892
11 H 1.656 2.407 2.900  O10 1.030
12 H 1.247 1.199 2.353  O10 0.892
13 O -1.937 0.220 4.335  H14 0.994, H15 0.994
14 H -1.940 0.764 5.167  O13 0.994
15 H -1.824 0.955 3.676  O13 0.994
16 O 0.887 -3.250 -3.094  H17 0.988, H18 1.001
17 H 0.158 -3.862 -3.363  O16 0.988
18 H 0.375 -2.401 -2.956  O16 1.001
19 O 0.037 -2.539 3.112  H20 1.021, H21 1.023
20 H 0.581 -1.679 3.191  O19 1.021
21 H -0.747 -2.114 3.613  O19 1.023
22 O -2.811 0.102 -3.759  H23 0.922, H24 0.900
23 H -2.350 -0.370 -4.403  O22 0.922
24 H -2.666 0.956 -3.512  O22 0.900
25 O -1.202 0.722 -1.690  H26 0.862, H27 0.916
26 H -1.780 1.067 -1.152  O25 0.862
27 H -0.906 -0.071 -1.339  O25 0.916
28 O -3.624 0.410 1.964  H29 0.962, H30 0.980
29 H -2.824 -0.119 1.899  O28 0.962
30 H -4.267 -0.086 2.511  O28 0.980
31 O 1.294 4.708 -2.917  H32 0.839, H33 0.976
32 H 1.530 4.284 -2.233  O31 0.839
33 H 1.204 5.577 -2.482  O31 0.976
34 O -0.965 3.536 1.226  H35 1.006, H36 0.935
35 H -1.911 3.389 1.535  O34 1.006
36 H -0.417 3.008 1.770  O34 0.935
37 O -3.368 2.983 1.975  H38 1.036, H39 0.973
38 H -3.661 2.895 2.964  O37 1.036
39 H -3.872 2.333 1.455  O37 0.973
40 O 2.109 -0.746 1.149  H41 1.136, H42 0.975
41 H 1.018 -1.038 1.024  O40 1.136
42 H 2.456 -1.386 0.501  O40 0.975
43 O 2.620 -1.379 -2.108  H44 0.936, H45 1.051
44 H 1.685 -1.419 -2.087  O43 0.936
45 H 2.770 -0.468 -1.607  O43 1.051
46 O 3.812 4.408 -0.725  H47 0.916, H48 0.895
47 H 3.108 4.962 -0.917  O46 0.916
48 H 3.870 3.888 0.002  O46 0.895
49 O 0.912 -3.226 -0.503  H50 0.953, H51 1.029
50 H 1.708 -3.583 -0.885  O49 0.953
51 H 0.571 -2.482 -1.127  O49 1.029

Properties
- Largest force on an atom: 0.1994 Eh/bohr
- Molar mass: 306.3 g mol⁻¹
- DFT total energy: -35353.574 eV
- Net charge: 0
- ΔE to the lowest compared entry with this formula, charge and spin: 194.6 kcal per mole
- HOMO energy: -9.9 eV

=====

4.
H35O17 | ωB97M-V/def2-TZVPD

Each atom is followed by the atoms it is bonded to, with distances in Å.
Atoms and positions in Å:
1 O 4.814 -0.976 2.057  H2 0.893, H3 0.994
2 H 5.274 -0.228 2.219  O1 0.893
3 H 3.902 -0.749 2.382  O1 0.994
4 O 0.261 -4.931 0.946  H5 1.012, H6 0.876
5 H -0.440 -5.180 1.632  O4 1.012
6 H 0.759 -5.643 0.833  O4 0.876
7 O -2.235 1.328 -3.697  H8 0.956, H9 0.956
8 H -1.465 0.869 -4.028  O7 0.956
9 H -2.908 1.728 -4.245  O7 0.956
10 O 1.313 2.631 1.704  H11 0.930, H12 0.956
11 H 1.929 1.934 1.719  O10 0.930
12 H 1.654 3.442 1.331  O10 0.956
13 O -1.371 3.436 0.404  H14 0.894, H51 0.973
14 H -1.503 4.109 -0.169  O13 0.894
15 O -2.552 -1.654 0.922  H16 1.004, H17 1.050
16 H -2.050 -0.795 0.788  O15 1.004
17 H -1.735 -2.146 0.483  O15 1.050
18 O 2.506 -1.995 0.588  H19 0.910, H20 1.010
19 H 3.193 -1.545 0.980  O18 0.910
20 H 2.785 -2.942 0.379  O18 1.010
21 O 2.753 2.020 -0.675  H22 0.961, H23 0.951
22 H 3.677 1.847 -0.879  O21 0.961
23 H 2.698 2.890 -1.055  O21 0.951
24 O 0.398 1.002 -1.772  H26 0.966, H52 0.928
25 H -1.129 0.798 -1.353  O45 1.031
26 H 0.946 1.564 -2.335  O24 0.966
27 O -0.368 -2.506 -0.047  H28 0.950, H29 0.990
28 H 0.352 -1.966 -0.351  O27 0.950
29 H 0.119 -3.242 0.401  O27 0.990
30 O 4.532 -0.178 -0.971  H31 0.965, H32 0.888
31 H 5.206 -0.422 -1.617  O30 0.965
32 H 4.753 -0.589 -0.215  O30 0.888
33 O -3.075 2.529 2.186  H34 0.973, H35 1.013
34 H -2.290 2.559 1.612  O33 0.973
35 H -3.234 3.529 2.193  O33 1.013
36 O 1.907 -0.542 2.853  H37 0.988, H38 0.968
37 H 1.417 -0.318 3.682  O36 0.988
38 H 1.336 -1.140 2.348  O36 0.968
39 O -4.256 -0.645 -0.858  H40 1.102, H41 1.015, H47 1.106
40 H -4.721 0.055 -0.144  O39 1.102
41 H -3.876 -1.291 -0.174  O39 1.015
42 O 0.341 -2.218 -2.986  H43 0.843, H44 0.977
43 H 0.916 -1.689 -2.670  O42 0.843
44 H 0.784 -2.918 -3.503  O42 0.977
45 O -2.103 0.642 -1.051  H25 1.031, H46 1.012
46 H -2.500 1.379 -1.620  O45 1.012
47 H -3.291 -0.126 -1.010  O39 1.106
48 O -4.819 1.409 0.642  H49 0.982, H50 0.965
49 H -3.959 1.818 0.882  O48 0.982
50 H -5.012 0.839 1.397  O48 0.965
51 H -0.537 3.493 0.902  O13 0.973
52 H 0.901 0.727 -1.042  O24 0.928

Properties
- Spin multiplicity: 2
- Largest force on an atom: 0.1909 Eh/bohr
- Molar mass: 307.3 g mol⁻¹
- DFT total energy: -35355.015 eV
- Net charge: +2
- ΔE to the lowest compared entry with this formula, charge and spin: 29.4 kcal per mole
- HOMO energy (spin up / spin down): -16.5 / -16.5 eV

=====

Which of these has the highest ΔE to the lowest compared entry with this formula, charge and spin? number 3